Entry 1:
Computed, not measured: 3 unconnected molecules or ions with the total composition C3H8NO3, with the ωB97M-V functional and the def2-TZVPD basis.

Values from the calculation:
- Kohn-Sham gap (eV) = 10.608
- LUMO (eV) = -4.105
- HOMO energy (eV) = -14.71
- energy relative to the best compared isomer or geometry (same formula, charge and spin) (kcal/mol) = 137.0

The geometry in ORCA input format:
```
! RIJCOSX wB97M-V def2-TZVPD def2/J DEFGRID3
* xyz 1 1
C 1.95029 -0.33459 0.51301
C 2.04300 -0.25205 -0.85005
C -1.47278 -1.68222 0.03911
N -0.84652 -0.64809 0.16749
O -2.62716 1.37342 0.38188
O -1.98982 -2.69064 -0.07225
O -3.29662 0.22763 -0.25932
H 2.16801 -1.43002 0.76904
H 2.14901 0.50834 1.14190
H 2.26089 0.73902 -1.35807
H 1.96102 -1.18678 -1.38709
H 0.13461 -0.29600 0.08703
H -3.23605 0.31868 -1.17133
H -1.39552 0.24136 0.50414
H -3.22087 1.78076 1.07148
*
```

Entry 2:
Computed, not measured: a molecular structure, C2H3CuF4NO5S2, with the ωB97M-V functional and the def2-TZVPD basis.

Values from the calculation:
- Kohn-Sham gap (eV) = 6.297
- LUMO (eV) = 1.897
- HOMO energy (eV) = -4.40
- energy relative to the best compared isomer or geometry (same formula, charge and spin) (kcal/mol) = 29.4

The geometry in ORCA input format:
```
! RIJCOSX wB97M-V def2-TZVPD def2/J DEFGRID3
* xyz -1 1
N -1.88641 0.40578 1.20867
S -1.31074 -1.10370 0.55282
O -2.25895 -2.09940 1.17534
O -1.62174 -0.95088 -0.93913
S -0.87319 1.40954 1.81812
O 0.41907 0.84432 2.31292
O -1.51079 2.39041 2.70793
C -0.23148 2.48264 0.40822
F 0.52518 1.72699 -0.40175
F -1.22678 2.98951 -0.30556
F 0.51974 3.48012 0.86047
Cu 1.49634 -0.50388 1.03600
F 3.00127 -1.56302 -0.90223
C 0.96457 -1.98623 -1.96099
O 1.60170 -1.08615 -1.08668
H 0.90552 -2.97519 -1.48754
H -0.00469 -1.47246 -2.07384
H 1.49138 -1.98839 -2.92275
*
```

Entry 3:
Computed, not measured: 2 unconnected molecules or ions with the total composition C3H3FN2, with the ωB97M-V functional and the def2-TZVPD basis.

Values from the calculation:
- Kohn-Sham gap (eV) = 9.727
- LUMO (eV) = 0.617
- SMILES string = C#CN=C=N.F
- HOMO energy (eV) = -9.11
- energy relative to the best compared isomer or geometry (same formula, charge and spin) (kcal/mol) = 71.7

The geometry in ORCA input format:
```
! RIJCOSX wB97M-V def2-TZVPD def2/J DEFGRID3
* xyz 0 1
C 1.71849 1.73863 0.05931
C 0.67880 1.21265 -0.30236
N -0.31987 0.45728 -0.60976
C -1.04178 -0.46838 -0.70374
N -1.79403 -1.40517 -0.67068
H 2.69527 2.13367 0.30961
H -2.56224 -1.53603 -1.27766
F 0.63779 -0.78560 1.79043
H -0.01244 -1.34704 1.40486
*
```

Entry 4:
Computed, not measured: a molecular structure, C35H29AsNO6S2Sr, with the ωB97M-V functional and the def2-TZVPD basis.

Values from the calculation:
- Kohn-Sham gap (eV) = 6.634
- LUMO (eV) = 2.473
- HOMO energy (eV) = -4.16
- energy relative to the best compared isomer or geometry (same formula, charge and spin) (kcal/mol) = 0.0

The geometry in ORCA input format:
```
! RIJCOSX wB97M-V def2-TZVPD def2/J DEFGRID3
* xyz -1 1
Sr -0.38653 0.65219 -0.43141
O -1.03417 -0.92789 -2.14716
C -0.50789 -1.69094 -1.30218
O -0.81111 -1.63364 -0.08671
C 0.68813 -2.49756 -1.67315
C 0.52985 -3.59619 -2.49030
C 1.62157 -4.37515 -2.84553
C 2.87276 -4.00546 -2.38225
C 3.02817 -2.88453 -1.59551
C 1.95518 -2.08749 -1.21505
S 2.27136 -0.61838 -0.25342
H -0.45838 -3.84205 -2.83956
H 1.50272 -5.24382 -3.47131
H 3.74500 -4.58837 -2.64444
H 4.01554 -2.59626 -1.26461
C -4.96313 1.69379 -4.36752
C -4.86728 2.41104 -3.06378
C -5.28962 3.71955 -2.93217
C -5.17535 4.39351 -1.72344
C -4.63717 3.74518 -0.62857
C -4.23216 2.42051 -0.73428
C -4.34156 1.76635 -1.94341
S -4.33969 4.60617 0.89893
O -4.80845 5.95525 0.73923
O -4.80349 3.76563 1.96868
N -2.72957 4.66482 1.07415
C -1.92610 5.41336 0.17839
C -1.57108 4.62554 -1.05629
C -0.96312 3.27910 -0.76932
O -0.12032 2.79033 -1.52639
O -1.44725 2.67519 0.23647
H -5.28760 2.36303 -5.15892
H -5.66980 0.86930 -4.31257
H -4.00026 1.27582 -4.64647
H -5.70257 4.23470 -3.78930
H -5.48322 5.41977 -1.63199
H -3.80832 1.90947 0.11064
H -4.00009 0.74909 -2.02680
H -2.35317 3.73167 1.15720
H -1.03813 5.70798 0.75590
H -2.46159 6.33232 -0.08863
H -0.90789 5.20920 -1.70529
H -2.48528 4.41397 -1.63794
C 1.54051 0.68487 7.20196
C 0.18448 0.84926 6.99894
C -0.36763 0.62661 5.74796
C 0.44413 0.24326 4.68883
C 1.81210 0.09286 4.89112
C 2.35567 0.30498 6.14771
As -0.20910 -0.10220 2.90792
C -0.38806 -2.02767 2.92477
C 0.63095 -2.94261 2.72928
C 0.31706 -4.29255 2.71999
C -0.99622 -4.71184 2.89001
C -2.01536 -3.79269 3.06200
C -1.71558 -2.43621 3.07659
C -2.69174 -1.33607 3.20256
C -4.06808 -1.47241 3.34254
C -4.86449 -0.34428 3.44327
C -4.30936 0.92648 3.39853
C -2.93844 1.07035 3.24824
C -2.13740 -0.05565 3.15693
H 1.96632 0.85480 8.18095
H -0.45450 1.14757 7.81724
H -1.43538 0.74575 5.60120
H 2.46551 -0.18907 4.06808
H 3.41678 0.17939 6.29556
H 1.64323 -2.61113 2.53347
H 1.09843 -5.01931 2.55168
H -1.22847 -5.76666 2.86658
H -3.03698 -4.13167 3.16580
H -4.51889 -2.45212 3.36568
H -5.93354 -0.45509 3.54895
H -4.93589 1.80349 3.46242
H -2.50032 2.06246 3.19522
*
```

Entry 5:
Computed, not measured: a molecular structure, C4H4NO3, with the ωB97M-V functional and the def2-TZVPD basis.

Values from the calculation:
- Kohn-Sham gap (eV) = 7.102
- LUMO (eV) = 3.683
- HOMO energy (eV) = -3.42
- energy relative to the best compared isomer or geometry (same formula, charge and spin) (kcal/mol) = 26.1

The geometry in ORCA input format:
```
! RIJCOSX wB97M-V def2-TZVPD def2/J DEFGRID3
* xyz -1 1
C -0.74204 1.24878 -0.25036
C -0.57812 -2.49012 -1.22119
C 0.41180 1.52386 0.83726
C 0.70058 0.05141 0.55138
N -0.45996 -0.02076 -0.41922
O -0.49458 -2.95189 -0.18388
O -1.62206 1.91999 -0.82666
O -0.64599 -2.32004 -2.34192
H 1.09814 2.22283 0.56650
H 0.04335 1.71832 1.76756
H 1.81249 -0.08714 0.16576
H 0.47640 -0.81526 1.35476
*
```